C35H33ClN4RhS2Si2 | ωB97M-V with the def2-TZVPD basis set

Summary:
* charge: +1
* HOMO-LUMO gap (alpha / beta): 0.130 / 0.143 Eh
* multiplicity: 5
* electronic energy: -3518.2593 a.u.
* energy relative to the best compared isomer or geometry (same formula, charge and spin): 40.9 kcal per mole
* <S²>: 6.06

Cartesian coordinates (Å):
C: 0.31223 -0.19041 1.52147
C: 1.58154 0.21444 1.00776
C: 1.47666 1.58572 0.61283
H: 2.47316 -0.41285 0.95268
C: 0.15322 2.03930 0.90938
C: -0.55617 0.94457 1.48751
H: -1.57724 0.96677 1.85903
H: 0.06658 -1.16796 1.92717
H: 2.26714 2.19236 0.18819
H: -0.24208 3.03785 0.73185
Rh: 0.13126 0.48195 -0.33572
Si: 3.18192 4.38825 -4.23661
C: 3.68431 3.83251 -5.95473
C: 2.87140 4.09669 -7.06738
H: 1.88834 4.54988 -6.92320
C: 3.32213 3.78437 -8.35338
H: 2.69847 4.02189 -9.21750
C: 4.57881 3.19163 -8.52877
H: 4.95376 2.99685 -9.53598
C: 5.35037 2.84326 -7.41281
H: 6.31264 2.34153 -7.54166
C: 4.89365 3.14584 -6.12735
H: 5.47543 2.86947 -5.24722
C: 2.50253 6.12600 -4.46279
C: 3.38199 7.11699 -4.93063
H: 4.41948 6.86482 -5.15977
C: 2.93091 8.42871 -5.11523
H: 3.62114 9.19132 -5.47336
C: 1.60224 8.76249 -4.83828
H: 1.25366 9.78668 -4.97180
C: 0.71973 7.77812 -4.38350
H: -0.31595 8.03412 -4.14855
C: 1.15819 6.46066 -4.22816
H: 0.44079 5.69064 -3.92334
H: 4.39019 4.42841 -3.39738
Si: 1.33278 2.92374 -3.51774
C: 1.48984 3.99179 -1.93394
C: 2.71240 4.22280 -1.25940
H: 3.63082 3.69424 -1.53834
C: 2.81212 5.17307 -0.23729
H: 3.78753 5.36222 0.22589
C: 1.68038 5.88084 0.16320
H: 1.76556 6.63552 0.94443
C: 0.44306 5.61109 -0.42819
H: -0.45158 6.15759 -0.11875
C: 0.35057 4.63919 -1.42894
H: -0.63019 4.40879 -1.83959
C: 2.53804 1.46707 -3.45504
C: 3.38076 1.15817 -2.37478
H: 3.20814 1.60583 -1.39371
C: 4.49403 0.33014 -2.54719
H: 5.20667 0.19395 -1.72582
C: 4.69875 -0.30342 -3.77542
H: 5.57970 -0.92806 -3.92559
C: 3.76083 -0.14849 -4.79919
H: 3.88606 -0.68780 -5.74129
C: 2.67044 0.70434 -4.62568
H: 1.93717 0.82341 -5.42521
H: 0.29457 2.96062 -4.52783
Cl: -0.45080 1.69709 -2.53237
N: 2.11822 -2.21091 -1.42159
C: 0.82320 -2.53180 -1.23467
N: -0.15194 -1.66408 -1.03053
C: -1.40936 -2.25287 -0.92231
C: -1.35011 -3.63187 -0.98866
S: 0.24918 -4.19971 -1.24287
C: -2.52801 -1.36132 -0.76127
C: -3.87609 -1.60697 -0.54949
S: -4.77125 -0.14800 -0.43287
C: -3.28439 0.76282 -0.67820
N: -2.23482 -0.01604 -0.79947
N: -3.24750 2.11069 -0.72477
H: 2.77111 -2.96693 -1.58649
H: 2.41312 -1.26774 -1.65999
H: -2.23239 -4.25385 -0.89313
H: -4.28465 -2.60222 -0.45727
H: -4.13598 2.59483 -0.70294
H: -2.46608 2.55011 -1.20427

Results of the Löwdin charge analysis, in e, for atoms 1 through 6: number 1, C, carries -0.240; number 2, C, carries -0.238; number 3, C, carries -0.252; number 4, H, carries 0.105; number 5, C, carries -0.232; number 6, C, carries -0.230